Entry 1:
Density functional theory data (ωB97M-V with the def2-TZVPD basis set) for a structure of composition C29H47N3O7SeSi4TeTi at a distorted geometry.

Each line ends with the Mulliken charge.
CARTESIAN COORDINATES (ANGSTROEM)
Te 1.275 2.001 1.183  -0.25
Se -2.392 -1.834 1.005  -0.37
Ti -0.447 -0.203 0.464  0.24
Si 0.112 4.033 2.134  0.45
Si -2.165 4.562 1.862  0.66
Si 1.460 5.817 1.357  0.46
Si 0.552 3.658 4.431  0.60
O 4.022 -4.087 0.448  -0.54
O -1.213 0.409 2.636  -0.11
O 0.759 -1.176 1.671  -0.08
O -1.666 1.153 0.062  -0.39
O 2.733 -2.207 1.852  -0.93
O 0.539 0.289 -0.992  -0.37
O 3.608 -5.094 -1.493  -0.63
N -4.556 -2.603 -3.122  -0.63
N 0.224 -2.220 -0.690  0.48
N 1.286 -3.692 -1.909  -0.06
C 0.831 1.669 -1.005  1.30
C -0.377 2.409 -1.479  0.68
C -2.499 5.698 3.333  -1.17
C -0.795 -2.770 -2.918  -1.07
C 2.058 2.562 4.685  -1.16
C 0.870 5.312 5.272  -1.13
C 0.887 7.467 2.063  -1.04
C 2.118 1.908 -1.759  -1.92
C -0.938 2.828 5.251  -0.98
C -1.104 -0.455 3.772  -1.07
C -3.261 -2.092 -0.669  -0.01
C 3.295 -4.312 -0.629  0.55
C -3.383 3.134 1.916  -0.21
C -3.872 -3.318 -0.936  -0.73
C -2.744 3.474 -2.501  -0.93
C 3.233 5.480 1.897  -1.07
C -2.375 5.606 0.309  -0.81
C -3.986 -1.433 -2.855  -0.50
C 2.036 -3.540 -0.770  -0.15
C -0.347 3.339 -2.511  -0.76
C -2.801 2.558 -1.463  0.36
C 1.680 -1.986 1.265  0.66
C 0.215 -2.872 -1.837  0.16
C -1.523 3.879 -3.016  -1.12
C -4.495 -3.516 -2.156  -0.39
C -3.340 -1.129 -1.668  -0.50
C 1.425 5.916 -0.521  -0.68
C 1.354 -2.615 -0.029  0.20
C -1.619 2.041 -0.941  0.10
H -1.881 5.178 -0.560  -0.13
H 2.164 6.651 -0.849  0.51
H 0.598 3.631 -2.944  0.46
H -2.363 5.204 4.294  0.27
H -3.419 2.685 2.909  0.44
H 3.897 6.238 1.478  0.40
H 1.591 8.245 1.762  0.41
H -3.434 5.718 0.069  0.41
H -1.872 2.952 4.705  0.15
H -3.745 2.235 -1.046  0.57
H 1.928 1.568 4.258  0.26
H 2.904 1.270 -1.358  0.45
H -0.757 1.758 5.353  0.20
H -4.041 -0.683 -3.636  0.43
H -1.731 -3.238 -2.615  0.11
H 2.438 2.947 -1.668  0.27
H 1.973 1.663 -2.815  0.48
H 0.023 5.989 5.169  0.33
H 3.611 -3.383 1.030  0.44
H -1.079 3.239 6.252  0.54
H -1.482 4.597 -3.823  0.39
H -2.148 0.537 2.419  0.09
H 1.757 5.817 4.893  0.27
H 1.684 4.958 -0.972  -0.15
H -3.171 2.359 1.181  -0.65
H -1.513 -1.446 3.565  0.29
H 2.963 2.991 4.260  0.28
H -1.001 -1.722 -3.132  0.17
H 1.018 5.132 6.339  0.43
H -1.965 6.603 0.475  0.35
H -3.854 -4.117 -0.207  0.39
H -3.529 6.054 3.284  0.44
H -1.851 6.572 3.311  0.23
H -1.627 -0.008 4.619  0.35
H -3.663 3.877 -2.905  0.48
H -2.908 -0.147 -1.539  0.94
H -4.965 -4.470 -2.367  0.35
H -0.043 -0.544 3.991  0.32
H 1.539 -4.324 -2.653  0.26
H -4.376 3.542 1.705  0.43
H 3.575 4.506 1.546  0.28
H 0.839 7.465 3.150  0.29
H -0.437 -3.252 -3.825  0.46
H 2.218 2.437 5.759  0.39
H 0.452 6.212 -0.911  0.27
H -0.094 7.747 1.681  0.28
H 3.350 5.500 2.980  0.25

Strongest force on any atom (eV Å⁻¹): 1.3
LUMO energy (eV): -0.500
Net charge: 0

---

Entry 2:
Density functional theory data (ωB97M-V with the def2-TZVPD basis set) for a cluster of 3 separate species, C4H16N2O2 in total at a distorted geometry.

Each line ends with the Mulliken charge.
CARTESIAN COORDINATES (ANGSTROEM)
O 0.098 1.627 1.822  -0.60
O 1.308 1.223 -2.114  -0.61
N -1.098 1.490 -0.723  -0.20
N 1.066 -1.486 0.947  0.07
C -1.732 0.115 -0.851  -0.75
C 0.056 -1.478 -0.141  -0.53
C 1.976 -2.351 1.145  -0.10
C -1.233 -0.751 0.280  -0.53
H -0.201 1.444 -0.275  0.24
H -2.801 0.295 -0.745  0.41
H 0.958 1.960 2.091  0.29
H 0.549 -0.942 -0.942  0.29
H -2.006 -1.424 0.656  0.39
H 1.654 2.007 -1.675  0.32
H 0.017 -2.497 -0.510  0.47
H -0.591 1.984 2.389  0.30
H 0.960 -0.772 1.662  0.22
H -1.085 1.968 -1.625  0.38
H 1.557 1.387 -3.035  0.33
H -1.561 -0.259 -1.848  0.37
H -0.978 -0.309 1.240  0.31
H 2.151 -3.031 0.339  0.29
H -1.637 2.115 -0.124  0.35
H 2.573 -2.317 2.036  0.29

Strongest force on any atom (eV Å⁻¹): 1.9
LUMO energy (eV): -7.924
Net charge: +2

---

Entry 3:
Density functional theory data (ωB97M-V with the def2-TZVPD basis set) for a cluster of 3 separate species, C8H24N2O3 in total at a distorted geometry.

Each line ends with the Mulliken charge.
CARTESIAN COORDINATES (ANGSTROEM)
O -0.415 -2.688 1.046  -0.36
O 1.097 1.455 0.947  -0.62
O 1.349 1.126 -1.987  -0.22
N -2.153 2.320 -2.744  -0.72
N 1.836 -1.296 2.107  -0.84
C 0.617 -0.584 4.035  -1.51
C 0.273 1.691 -2.734  -0.90
C 0.726 -1.692 2.938  0.41
C 2.565 1.506 -2.524  -0.89
C -0.584 -1.787 2.138  -0.54
C -1.100 1.664 -1.994  0.70
C -1.608 0.275 -1.598  -1.15
C -1.603 -3.068 0.380  -0.74
H -2.252 -2.198 0.283  0.29
H 0.961 -2.668 3.364  0.34
H 0.900 1.099 0.080  0.29
H 3.290 0.962 -1.920  0.26
H -0.046 -1.010 4.788  0.43
H 0.436 2.741 -2.978  0.42
H 1.491 -0.298 4.619  0.39
H 0.027 0.271 3.705  0.34
H 0.221 1.187 -3.699  0.41
H 2.800 2.569 -2.472  0.34
H -0.948 2.222 -1.070  0.17
H 1.614 -1.793 1.256  0.34
H 2.595 1.159 -3.557  0.34
H -1.737 -0.374 -2.465  0.31
H -2.111 -3.820 0.985  0.32
H -0.825 -0.813 1.711  0.22
H -0.723 -0.177 -1.150  0.14
H -3.049 2.498 -2.312  0.23
H -1.961 3.226 -3.147  0.21
H -1.364 -3.453 -0.612  0.24
H -1.347 -2.157 2.823  0.37
H -2.430 0.193 -0.887  0.37
H 1.629 -0.343 1.844  0.33
H 1.827 2.056 0.799  0.28

Strongest force on any atom (eV Å⁻¹): 2.4
LUMO energy (eV): 0.723
Structure (SMILES): COC[C@H](C)N.COC[C@H](C)N.O
Net charge: 0

---

Entry 4:
Density functional theory data (ωB97M-V with the def2-TZVPD basis set) for a cluster of 3 separate species, C4H16NO2S in total at a distorted geometry.

Each line ends with the Mulliken charge.
CARTESIAN COORDINATES (ANGSTROEM)
S 1.679 1.504 -1.964  -0.19
O 1.179 1.179 2.886  -0.66
O 1.741 -2.700 0.247  -0.66
N -0.346 -0.796 0.761  -0.06
C 0.518 1.829 -0.606  -0.64
C -0.804 1.121 -0.682  -0.72
C -2.142 -0.982 -0.919  -1.52
C -0.764 -0.407 -0.633  0.30
H 0.398 2.897 -0.459  0.46
H -2.941 -0.382 -0.473  0.37
H -2.275 -1.953 -0.437  0.45
H -2.250 -1.091 -1.989  0.38
H 2.019 -2.952 -0.640  0.31
H 0.308 -1.605 0.828  0.31
H 1.932 -3.465 0.805  0.31
H 1.270 2.118 3.102  0.32
H -0.042 -0.834 -1.324  0.27
H -1.470 1.393 0.141  0.39
H -1.144 -0.842 1.386  0.40
H 1.027 2.205 -2.903  0.15
H 2.074 0.821 3.001  0.33
H 1.115 1.582 0.280  0.13
H -1.386 1.445 -1.540  0.41
H 0.304 -0.084 1.131  0.15

Strongest force on any atom (eV Å⁻¹): 1.7
LUMO energy (eV): -2.894
Net charge: +1

---

Entry 5:
Density functional theory data (ωB97M-V with the def2-TZVPD basis set) for an isolated molecule of C3H5NO2.

Each line ends with the Mulliken charge.
CARTESIAN COORDINATES (ANGSTROEM)
O -0.293 -2.440 0.251  -0.53
O 1.352 -0.979 -0.257  -0.19
N -0.852 -0.253 -0.105  -0.14
C -0.009 -1.304 0.013  0.60
C 2.079 -0.221 0.527  -0.31
C -0.524 1.132 -0.388  -0.81
H -0.685 1.766 0.492  0.28
H -1.822 -0.501 0.040  0.22
H -1.150 1.488 -1.211  0.31
H 0.523 1.206 -0.696  0.36
H 1.380 0.108 1.334  0.21

Strongest force on any atom (eV Å⁻¹): 0.5
LUMO energy (eV): 0.296
Net charge: 0

---

Entry 6:
Density functional theory data (ωB97M-V with the def2-TZVPD basis set) for an isolated molecule of CHBr2FO at a distorted geometry.

Each line ends with the Mulliken charge.
CARTESIAN COORDINATES (ANGSTROEM)
Br 1.170 -2.102 0.872  -0.14
Br 0.016 0.434 -1.484  0.26
F -1.356 -1.583 0.395  -0.07
O 0.151 2.068 -0.724  -0.46
C -0.324 -0.770 0.612  0.01
H 0.343 1.952 0.329  0.40

Strongest force on any atom (eV Å⁻¹): 3.6
LUMO energy (eV): -0.907
Net charge: 0

---

Across the entries above, electronic energy takes the values -176912.5761; -11466.1389; -17806.2506; -20822.2324; -8774.0814; -145898.1796 eV, respectively.
Across the entries above, Kohn-Sham gap takes the values 7.48; 11.15; 9.61; 9.52; 9.39; 8.68 eV, respectively.
Across the entries above, relative energy (zero: lowest compared OMol25 entry of this formula, charge and spin) takes the values 2.11; 28.11; 20.14; 0.25; 83.32; 112.03 kcal per mole, respectively.